Record 1
CH4N2ORb | ωB97M-V with the def2-TZVPD basis set

Structure (XYZ):
```
9
Properties=species:S:1:pos:R:3:lowdin_charge:R:1
Rb -13.79746 -16.51385 -32.30859 1.01
C -14.58471 -20.19581 -32.44906 -0.73
O -13.98536 -19.25384 -33.03191 -0.15
N -15.85806 -20.18535 -32.01191 0.17
N -14.07339 -21.34370 -32.27182 0.19
H -16.48356 -19.39794 -32.10593 0.12
H -16.20488 -21.02461 -31.56979 0.11
H -13.13562 -21.41759 -32.63954 0.15
H -14.60313 -22.04026 -31.76756 0.13
```

Computed properties:
Multiplicity   1
Total energy   -6780.70073 eV
HOMO-LUMO gap   10.13 eV
Net charge   +1
Energy above the lowest of the compared OMol25 structures with the same formula, charge and spin   0.571 eV
Maximum force   0.0861 hartree/bohr


Record 2
C28H48F17NO10 | ωB97M-V with the def2-TZVPD basis set

Structure (XYZ):
```
104
Properties=species:S:1:pos:R:3:lowdin_charge:R:1
N 5.19524 -1.28265 -1.63910 0.10
C 6.45414 -1.54452 -0.97353 -0.40
C 6.44899 -1.12008 0.47381 -0.09
C 6.24063 0.39645 0.66251 -0.04
C 4.85923 0.73420 1.21589 -0.43
F 3.93720 -0.14552 0.74836 0.07
F 4.86948 0.61473 2.55818 0.14
C 4.40295 2.18638 0.89467 -0.33
F 3.67608 2.72497 1.89476 0.16
F 5.54414 2.92265 0.81923 0.14
C 3.67255 2.33995 -0.47624 -0.32
F 4.11717 1.40164 -1.33821 0.14
F 4.03709 3.54415 -0.98705 0.15
C 2.11558 2.40478 -0.48236 -0.33
F 1.75925 3.55665 0.12794 0.16
F 1.76080 2.50531 -1.78058 0.17
C 1.29358 1.28250 0.21152 -0.33
F 1.80579 0.95923 1.40815 0.16
F 0.06951 1.80672 0.43206 0.15
C 1.05076 -0.02193 -0.59932 -0.31
F 0.13926 0.27077 -1.55026 0.15
F 2.16503 -0.43604 -1.23837 0.15
C 0.44355 -1.19109 0.25135 -0.33
F -0.32761 -0.73224 1.24401 0.18
F -0.33732 -1.91822 -0.57442 0.16
C 1.46000 -2.20150 0.84952 -0.50
F 2.29233 -1.60727 1.72034 0.17
F 2.15868 -2.82108 -0.11843 0.17
F 0.73630 -3.13079 1.51667 0.17
O 7.54467 -0.85085 -1.58767 0.01
C 7.47604 -0.68293 -2.92172 -0.34
O 8.04208 0.21591 -3.47331 0.10
H 4.42595 -1.47601 -1.01510 0.06
H 5.06985 -1.92519 -2.40809 0.09
H 6.67897 -2.61381 -1.00559 0.15
H 5.77158 -1.73622 1.05249 0.13
H 7.44642 -1.34400 0.83637 0.12
H 6.94801 0.74798 1.39964 0.14
H 6.40037 0.87355 -0.29243 0.13
H 7.00211 -1.47372 -3.50940 0.14
C -2.70511 1.00584 4.82591 -0.12
O -1.77142 2.03483 4.55560 -0.18
C -1.43714 2.14032 3.18057 -0.21
C -2.16317 3.29001 2.51897 -0.20
O -3.56213 3.05863 2.45864 -0.19
C -4.29002 3.76388 3.44785 -0.11
H -3.04258 1.12256 5.85494 0.08
H -3.57358 1.06402 4.16463 0.09
H -2.23118 0.02264 4.71992 0.09
H -1.65159 1.20446 2.65642 0.11
H -0.35911 2.32143 3.12280 0.12
H -1.80629 3.38980 1.48940 0.12
H -1.94757 4.22510 3.04393 0.13
H -4.31253 4.83476 3.21818 0.09
H -3.86522 3.61592 4.44349 0.08
H -5.30996 3.38343 3.44012 0.09
C 3.44144 1.60573 -5.09953 -0.10
O 3.17225 0.36923 -5.73689 -0.19
C 1.83353 -0.06754 -5.56109 -0.20
C 0.99493 0.17317 -6.79702 -0.20
O 0.80969 1.55885 -7.03989 -0.18
C 1.63965 2.06281 -8.06963 -0.11
H 4.41038 1.95620 -5.45086 0.09
H 2.68579 2.35621 -5.34431 0.09
H 3.48875 1.47695 -4.01260 0.07
H 1.38011 0.41858 -4.69158 0.12
H 1.86860 -1.14512 -5.36485 0.12
H 0.00384 -0.26303 -6.63461 0.12
H 1.44314 -0.31486 -7.66789 0.13
H 1.30329 1.70037 -9.04735 0.09
H 2.68488 1.78131 -7.91951 0.08
H 1.56139 3.14855 -8.05414 0.09
C -8.18703 -1.19304 8.29019 -0.11
O -7.19596 -2.09961 7.84220 -0.19
C -6.60865 -1.72412 6.60654 -0.20
C -5.24731 -1.09637 6.80316 -0.21
O -5.33662 0.15475 7.46749 -0.20
C -4.99140 0.08711 8.83957 -0.11
H -8.43767 -1.45963 9.31544 0.09
H -7.82789 -0.16126 8.27181 0.08
H -9.08974 -1.27391 7.67523 0.09
H -7.26432 -1.04162 6.05808 0.13
H -6.49411 -2.63549 6.01136 0.13
H -4.80102 -0.90800 5.82094 0.11
H -4.58872 -1.77795 7.34923 0.13
H -3.91243 -0.06034 8.95804 0.09
H -5.52481 -0.71834 9.34980 0.08
H -5.26617 1.03675 9.29528 0.09
C -4.58634 -3.05351 -3.99899 -0.11
O -3.53786 -3.93147 -4.36742 -0.19
C -2.89066 -3.55829 -5.57319 -0.20
C -1.56920 -2.87448 -5.30641 -0.21
O -1.74822 -1.61537 -4.67661 -0.19
C -1.45981 -1.64007 -3.29129 -0.12
H -4.88883 -3.30945 -2.98510 0.09
H -4.26376 -2.00980 -4.01782 0.08
H -5.44655 -3.17961 -4.66507 0.09
H -3.53581 -2.91226 -6.17552 0.13
H -2.70556 -4.47612 -6.14017 0.13
H -1.06828 -2.68949 -6.26293 0.12
H -0.92014 -3.51904 -4.70611 0.13
H -0.37919 -1.71917 -3.14017 0.07
H -1.96060 -2.46665 -2.78092 0.09
H -1.80478 -0.70201 -2.86257 0.09
```

Computed properties:
Multiplicity   1
Total energy   -97971.88573 eV
HOMO-LUMO gap   9.51 eV
Net charge   0
Structure (SMILES)   N[C@H](CCC(F)(F)C(F)(F)C(F)(F)C(F)(F)C(F)(F)C(F)(F)C(F)(F)C(F)(F)F)OC=O.COCCOC.COCCOC.COCCOC.COCCOC
Maximum force   0.0239 hartree/bohr


Record 3
C6H11FO | ωB97M-V with the def2-TZVPD basis set

Structure (XYZ):
```
19
Properties=species:S:1:pos:R:3:lowdin_charge:R:1
C -1.76311 0.59735 -1.56214 -0.02
C 1.48678 -0.66698 -0.63160 -0.06
C 1.03415 1.67912 0.12348 -0.09
C -1.13553 -1.47068 0.90831 -0.06
C 0.90744 0.18157 0.51274 -0.36
C -0.41970 -0.24216 1.02942 -0.31
O -2.30188 -0.46455 -1.52778 -0.02
F -0.98244 0.70350 1.83190 0.03
H -2.20563 1.55575 -1.82413 0.06
H 0.80794 -1.07411 -1.35950 0.07
H 2.08300 -0.15160 -1.32976 0.06
H 2.07600 -1.48195 -0.35256 0.06
H 0.60059 2.43075 0.91481 0.10
H 0.42335 1.98325 -0.79808 0.08
H 2.05122 2.07346 0.11280 0.06
H -1.74094 -1.48820 1.73029 0.05
H -1.75775 -1.67143 -0.01782 0.08
H -0.56218 -2.44673 0.76390 0.12
H 1.39870 -0.04634 1.47573 0.15
```

Computed properties:
Multiplicity   1
Total energy   -11160.29974 eV
HOMO-LUMO gap (spin up / spin down)   8.95 / 6.85 eV
Net charge   0
Energy above the lowest of the compared OMol25 structures with the same formula, charge and spin   4.939 eV
Maximum force   0.0777 hartree/bohr


Record 4
CBrClFI | ωB97M-V with the def2-TZVPD basis set

Structure (XYZ):
```
5
Properties=species:S:1:pos:R:3:lowdin_charge:R:1
C -0.13101 0.76535 0.13389 -1.33
F 0.65168 0.80987 1.24703 -0.10
Cl -0.91101 -1.93126 -1.38313 -0.40
Br 0.83565 1.21267 -1.38801 0.78
I -2.08879 0.60855 0.42084 1.05
```

Computed properties:
Multiplicity   1
Total energy   -94416.28893 eV
HOMO-LUMO gap (spin up / spin down)   6.91 / 4.93 eV
Net charge   0
Energy above the lowest of the compared OMol25 structures with the same formula, charge and spin   2.980 eV
Maximum force   0.0433 hartree/bohr


Record 5
C5H4NO3 | ωB97M-V with the def2-TZVPD basis set

Structure (XYZ):
```
13
Properties=species:S:1:pos:R:3:lowdin_charge:R:1
O -1.28154 2.18107 0.47128 0.01
C -0.53688 1.61294 -0.26155 -0.47
N 0.00557 1.87286 -1.39391 0.13
C 0.73143 0.82496 -1.93631 -0.55
O 1.24939 0.88318 -3.04704 0.02
O 0.79991 -0.28512 -1.08987 0.00
C -0.00799 -0.14783 0.06340 -0.26
C 0.42243 -0.69372 1.43737 -0.13
C -0.67590 -1.39727 0.70192 -0.11
H 0.27349 -0.04699 2.25235 0.06
H 1.42428 -1.27572 1.65947 0.13
H -0.60140 -2.28377 0.17201 0.06
H -1.80280 -1.24458 0.97088 0.12
```

Computed properties:
Multiplicity   1
Total energy   -12882.48604 eV
HOMO-LUMO gap   8.48 eV
Net charge   -1
Structure (SMILES)   O=C1N=C([O-])OC12CC2
Energy above the lowest of the compared OMol25 structures with the same formula, charge and spin   1.238 eV
Maximum force   0.0912 hartree/bohr


Record 6
C17H27BBr2F4N2O3S | ωB97M-V with the def2-TZVPD basis set

Structure (XYZ):
```
57
Properties=species:S:1:pos:R:3:lowdin_charge:R:1
C 3.86162 -0.89383 2.65267 -0.11
O 3.95535 -1.73752 1.52767 -0.19
C 3.48800 -3.06218 1.69505 -0.24
C 2.45090 -3.38210 0.62465 -0.17
C 1.23026 -2.47740 0.75894 -0.18
C 0.26067 -2.58090 -0.44537 -0.12
C 0.10090 -1.26166 -1.14533 -0.19
N 0.63227 -1.21517 -2.34012 0.11
N 0.57020 -0.07519 -3.00573 -0.50
Br 1.38956 -0.17545 -4.67113 0.94
C 0.04142 1.05265 -2.53593 -0.62
Br 0.08459 2.53582 -3.62151 1.04
C -0.52307 1.05869 -1.23067 -0.15
C -1.01702 2.35543 -0.64565 -0.15
C -0.20254 2.81186 0.59056 -0.24
C 0.97781 3.71337 0.19793 -0.50
S 2.48735 2.74801 -0.17893 0.80
C -0.53963 -0.13780 -0.54827 -0.07
C -1.18327 -0.29081 0.80378 -0.11
C -2.66974 0.14440 0.88145 -0.18
C -3.54885 -0.99608 1.41114 -0.16
C -5.00819 -0.56310 1.59498 -0.17
O -5.91151 -1.50171 0.98359 -0.05
C -6.56202 -1.07134 -0.13161 -0.34
O -7.35843 -0.18567 -0.14682 0.11
H 4.63912 -0.13417 2.57223 0.09
H 4.00990 -1.44231 3.58850 0.09
H 2.88775 -0.38710 2.69693 0.08
H 4.33736 -3.74874 1.61735 0.12
H 3.04320 -3.19741 2.68940 0.12
H 2.15310 -4.42871 0.74597 0.12
H 2.91005 -3.23812 -0.35683 0.13
H 0.69329 -2.70932 1.68450 0.12
H 1.57979 -1.44381 0.84837 0.11
H 0.63229 -3.29884 -1.17698 0.12
H -0.72259 -2.93789 -0.12804 0.12
H -2.07341 2.28035 -0.37734 0.11
H -0.94924 3.13562 -1.39588 0.05
H -0.86578 3.33830 1.27858 0.12
H 0.23345 1.94989 1.09312 0.06
H 0.76429 4.24858 -0.72853 0.07
H 1.20438 4.43678 0.97929 0.07
H 2.15319 1.66686 0.54071 -0.17
H -0.59357 0.28057 1.52460 0.12
H -1.12996 -1.32724 1.12915 0.09
H -2.75745 0.98982 1.56820 0.12
H -3.04993 0.43247 -0.10139 0.12
H -3.52604 -1.82558 0.69806 0.12
H -3.13853 -1.36385 2.35475 0.12
H -5.17260 0.42480 1.15351 0.12
H -5.27100 -0.49495 2.64979 0.13
H -6.28976 -1.64094 -1.03355 0.15
B 3.48223 3.13321 -3.83771 -1.32
F 3.22652 4.13893 -2.88512 0.05
F 2.65014 3.35469 -4.96428 0.02
F 4.81528 3.12972 -4.22156 0.12
F 3.11790 1.86611 -3.28110 -0.04
```

Computed properties:
Multiplicity   1
Total energy   -189658.46679 eV
HOMO-LUMO gap   7.19 eV
Net charge   0
Maximum force   0.0118 hartree/bohr